#a
The following is a DFT calculation (ωB97M-V/def2-TZVPD) of 2 unconnected molecules or ions with the total composition C3H9S3.

```
15
Properties=species:S:1:pos:R:3:mulliken_charge:R:1
C -1.14963 -1.09863 -0.23277 -0.998
C 0.18594 -0.93541 -0.98391 -0.294
C 1.39109 -1.11207 -0.07580 -0.695
S 1.47377 -0.04917 1.42219 -0.519
H -1.20602 -2.06767 0.26865 0.320
H -2.02942 -0.95878 -0.86201 0.303
H -1.12226 -0.34916 0.55934 0.219
H 0.20281 -1.64994 -1.81658 0.331
H 0.17944 0.08960 -1.36042 0.197
H 2.32489 -0.92229 -0.60494 0.276
H 1.39687 -2.15398 0.27442 0.272
S 0.38483 2.84931 0.13446 -0.337
S -1.51089 2.85056 1.01023 -0.225
H 0.80372 1.49936 0.61301 0.049
H -1.32514 4.00826 1.65411 0.100
```

Output
- Orbital gap: 6.38 eV
- Charge: -1

#b
The following is a DFT calculation (ωB97M-V/def2-TZVPD) of a molecular structure, C3H9S3.

```
15
Properties=species:S:1:pos:R:3:mulliken_charge:R:1
C -1.12973 -1.93804 0.98700 -0.899
S -1.26271 -0.46317 -0.06312 0.018
S -2.96289 0.56522 0.89138 -0.419
H -0.39920 -1.78445 1.77291 0.255
H -0.92206 -2.78121 0.33770 0.280
H -2.10683 -2.15143 1.42758 0.378
H -4.00129 -0.07611 0.30044 0.081
C 1.75891 1.64133 -0.16078 -0.854
C 1.45545 0.65733 -1.28952 -0.541
S 1.31697 -1.03606 -0.73609 -0.583
H 2.62727 1.30193 0.40217 0.253
H 0.89394 1.66066 0.50632 0.194
H 1.92193 2.66487 -0.51791 0.318
H 2.25342 0.73383 -2.04064 0.263
H 0.55682 1.00528 -1.81746 0.257
```

Output
- Orbital gap: 6.07 eV
- Charge: -1

Which structure is the least stable? The one labeled #b.

#a
The following is a DFT calculation (ωB97M-V/def2-TZVPD) of a molecular structure, C2H5NO3.

```
11
Properties=species:S:1:pos:R:3:mulliken_charge:R:1
C 0.58233 0.39750 -0.20549 0.711
N -2.05236 -0.15576 -0.22698 -0.456
C 0.52016 -0.52863 0.64287 -0.229
O -1.10940 0.63918 0.47371 -0.411
O 2.24376 -0.75741 0.31878 -0.665
O 0.96743 1.36671 -0.96008 -0.435
H 1.66976 1.87488 -0.52228 0.370
H 2.30420 -1.54276 -0.24127 0.283
H -2.48417 0.45595 -0.91775 0.233
H -2.77943 -0.39081 0.44722 0.234
H 0.13772 -1.35886 1.19127 0.366
```

Output
- Orbital gap: 8.81 eV

#b
The following is a DFT calculation (ωB97M-V/def2-TZVPD) of a molecular structure, C2H5NO3.

```
11
Properties=species:S:1:pos:R:3:mulliken_charge:R:1
C 0.20376 0.37495 0.57127 0.075
C -1.00620 -0.88444 0.61217 0.576
N 0.42096 0.22479 -0.85454 -0.551
O 1.26936 -0.14655 1.27763 -0.508
O -2.20073 -0.40069 0.36510 -0.417
O -0.66406 -1.99825 0.84129 -0.529
H 0.29035 1.66441 0.96930 0.234
H -0.28924 0.68291 -1.40952 0.203
H 1.34671 0.50792 -1.15512 0.214
H -2.90361 -1.06913 0.38689 0.376
H 1.24907 -1.11550 1.19215 0.328
```

Output
- Orbital gap: 10.03 eV

#c
The following is a DFT calculation (ωB97M-V/def2-TZVPD) of 2 unconnected molecules or ions with the total composition C2H5NO3.

```
11
Properties=species:S:1:pos:R:3:mulliken_charge:R:1
O 1.40134 -1.31764 0.65820 -0.389
C 1.01241 -1.83895 1.66363 -0.065
H 1.23045 -2.88929 1.90834 0.241
H 0.40514 -1.25583 2.37719 0.219
N -0.11119 1.75260 -0.99350 -0.347
C -1.21128 0.95983 -0.87962 0.648
O -0.90443 -0.34827 -0.63182 -0.456
O -2.34722 1.32999 -0.94361 -0.550
H 0.84179 1.45796 -0.96661 0.178
H -0.23552 2.73996 -1.13385 0.209
H -0.08148 -0.59037 -1.05837 0.312
```

Output
- Orbital gap: 11.05 eV
- SMILES string: NC(=O)O.C=O

#d
The following is a DFT calculation (ωB97M-V/def2-TZVPD) of 2 unconnected molecules or ions with the total composition C2H5NO3.

```
11
Properties=species:S:1:pos:R:3:mulliken_charge:R:1
C 1.41196 0.12076 0.79539 -0.383
N 0.25569 0.16254 1.35689 0.197
C -1.05593 -0.55030 -1.11489 0.182
O -0.70468 0.91538 1.02563 -0.604
O -0.37328 0.28017 -1.90487 -0.440
O -0.67616 -1.64727 -0.83707 -0.476
H -1.92309 -0.06502 -0.55757 0.335
H -0.73318 1.17608 -1.89593 0.371
H 0.02695 -0.58800 2.02954 0.260
H 1.68243 0.87237 0.06982 0.286
H 2.08927 -0.67672 1.03306 0.271
```

Output
- Orbital gap: 10.12 eV
- SMILES string: C=[NH+][O-].O=CO

Which structure is the least stable? The one labeled #a.